{"formula": "C3HNO2", "method": "ωB97M-V with the def2-TZVPD basis set", "charge": 0, "de_lowest_ev": 3.674, "orbital_gap_ev": 8.5, "symbols": ["O", "C", "C", "O", "C", "N", "H"], "coordinates": [[-0.248, 0.962, -1.688], [0.381, 0.180, -0.881], [-0.404, -0.487, 0.223], [-1.295, -1.266, -0.007], [0.109, -0.214, 1.579], [0.543, 0.057, 2.616], [0.912, 0.767, -1.843]], "forces_ev_per_angstrom": [[0.308, -0.212, 0.210], [-0.351, 0.001, -0.017], [-0.349, -0.353, -0.041], [0.467, 0.420, 0.112], [0.370, 0.221, 0.954], [-0.435, -0.251, -0.992], [-0.010, 0.175, -0.227]], "lowdin_charge": [0.059, -0.068, -0.383, 0.149, -0.110, 0.190, 0.162]}